{"formula": "C11H18BBr2Cl2FIO4", "method": "the ωB97M-V functional and the def2-TZVPD basis", "species": ["C", "C", "B", "I", "O", "C", "Br", "Br", "C", "C", "C", "C", "F", "C", "C", "O", "O", "O", "H", "H", "H", "H", "H", "H", "H", "H", "H", "H", "H", "H", "H", "H", "Cl", "C", "C", "Cl", "H", "H", "H", "H"], "xyz": [[1.84069, 2.67214, -1.21954], [1.85325, 2.98429, 0.39125], [1.61514, 1.66663, 1.35364], [3.48242, 1.52622, 2.57766], [0.31292, 1.67979, 2.10965], [-0.55307, 0.52026, 1.72666], [-1.81620, 1.31302, 0.39506], [-1.69102, 0.15066, 3.32769], [0.52830, -0.64770, 1.21655], [-0.06835, -1.44222, -0.08669], [0.84821, -2.68703, -0.62864], [2.43968, -2.35021, -0.82784], [2.71133, -1.52647, -2.04067], [1.26416, -1.48604, 2.42372], [0.38014, -2.71653, 3.04934], [-0.31132, -3.63325, 2.36805], [0.28524, -2.81166, 4.54419], [1.58596, 0.31459, 0.75980], [2.87634, 2.30028, -1.64896], [1.57028, 3.67894, -1.78784], [1.00485, 1.88706, -1.49708], [2.81647, 3.60849, 0.71757], [0.93924, 3.72063, 0.59358], [-1.16011, -1.81244, 0.22290], [-0.25209, -0.73069, -1.02659], [0.42953, -2.95929, -1.71289], [0.77567, -3.67343, -0.00372], [3.00891, -3.39313, -0.93710], [2.95129, -1.80180, 0.07107], [2.33426, -1.88549, 2.16015], [1.42076, -0.70488, 3.31302], [1.20337, -3.15263, 4.80574], [-3.62108, 3.35257, -2.60564], [-4.67634, 2.08433, -3.27800], [-4.21654, 0.68864, -2.88887], [-2.68296, 0.24146, -3.67730], [-4.70702, 2.21003, -4.36504], [-5.68104, 2.26794, -2.88586], [-4.96049, -0.04942, -3.20238], [-4.08079, 0.59635, -1.80664]], "mulliken_charge": [-0.663, -0.424, 0.176, -0.389, -0.397, 0.125, -0.164, -0.147, 0.758, -0.545, -0.653, 0.069, -0.350, -0.652, 0.297, -0.533, -0.458, -0.492, 0.218, 0.272, 0.107, 0.275, 0.127, 0.276, 0.284, 0.348, 0.300, 0.264, 0.036, 0.332, 0.279, 0.333, -0.164, -0.447, -0.325, -0.175, 0.306, 0.281, 0.329, 0.186], "total_energy_ev": -196513.8048, "homo_energy_ev": -5.1, "total_charge": -1, "orbital_gap_ev": 7.4614}